No. 1
Here is C25H30N2O14S3 as an isolated structure in a non-equilibrium geometry from OMol25. Energies are from the ωB97M-V functional and the def2-TZVPD basis.

Its HOMO energy is -9.33 eV. Its total energy is -90559.1658 eV. As for the spin multiplicity: 1.

Positions of all 74 atoms, in Å:
C -3.795439 -3.129559 1.424277
C -2.402193 -2.710153 0.907499
C -1.659655 -3.997102 0.532835
C -1.628054 -1.880595 1.927588
C -2.363737 -0.652736 2.472650
C -1.325646 0.203302 3.236566
C -2.944741 0.229244 1.350367
O -2.017227 0.256988 0.267403
C -2.069300 1.384160 -0.497480
C -1.658771 2.691400 0.193494
C -1.047474 3.747172 -0.737156
S -0.005450 4.841364 0.296252
C 1.430062 4.965511 -0.678491
N 1.633000 4.317495 -1.745158
N 2.862648 4.704785 -2.254879
C 3.305147 5.557127 -1.422913
O 2.481084 5.786637 -0.400989
O -3.380581 1.711520 -1.078545
S -3.299487 1.887068 -2.669656
O -3.815713 3.105820 -3.139465
O -3.898021 0.722950 -3.210253
O -1.685527 1.780492 -2.848677
C -1.295307 0.967445 -1.771511
S 0.491210 0.844976 -1.405424
H -4.358378 -3.517770 0.576938
H -3.657359 -3.961587 2.116236
H -4.320358 -2.299572 1.886744
H -2.546760 -2.139769 -0.011463
H -2.360128 -4.694665 0.073807
H -0.879116 -3.820253 -0.206001
H -1.244896 -4.480578 1.417706
H -1.456926 -2.536101 2.787516
H -0.631481 -1.622359 1.568273
H -3.152473 -0.916457 3.171482
H -0.381573 0.248439 2.697906
H -1.156713 -0.244741 4.216511
H -1.686626 1.215904 3.417414
H -3.901519 -0.206713 1.057586
H -3.134390 1.209484 1.785678
H -2.574486 3.121204 0.599619
H -1.008322 2.516179 1.047849
H -1.800530 4.369746 -1.208810
H -0.377538 3.352530 -1.493623
H 4.251768 6.040446 -1.575637
H -1.628412 -0.056589 -1.943976
H 0.425016 -0.186099 -0.547966
C 6.356201 3.587434 -6.028469
C 5.274579 3.932938 -5.316421
C 3.902150 3.938857 -5.916619
O 2.988346 4.256025 -5.186936
C 3.755979 3.575156 -7.319191
C 4.836032 3.231295 -8.031697
C 6.210792 3.204601 -7.423750
O 7.143860 2.864788 -8.128195
O 4.770795 2.892081 -9.317289
O 5.325149 4.287765 -4.037739
H 7.350876 3.577373 -5.605908
H 2.762490 3.598380 -7.744175
H 5.686908 2.689650 -9.585908
H 4.393121 4.465165 -3.770133
C 1.005769 -5.547700 6.415602
C 0.452940 -4.475056 5.835462
C -0.963711 -4.488261 5.337429
O -1.406734 -3.470054 4.836189
C -1.731367 -5.713364 5.473092
C -1.178312 -6.788832 6.050492
C 0.230628 -6.768638 6.573215
O 0.661958 -7.774691 7.101607
O -1.830168 -7.935073 6.200237
O 1.112984 -3.333686 5.662332
H 2.023285 -5.549307 6.779720
H -2.744168 -5.715235 5.095441
H -1.207896 -8.542252 6.644879
H 0.487883 -2.725348 5.224610

Forces on atoms 1 to 6 (eV/Å):
0.778 -0.001 -0.362
-0.344 -0.414 -0.094
-0.125 0.220 -0.233
-0.665 -0.791 0.502
1.482 1.302 -0.610
-0.454 -0.409 0.409


No. 2
Here is a 4-piece molecular cluster, C25H30N3O9 overall from OMol25. Energies are from the ωB97M-V functional and the def2-TZVPD basis.

As for the net charge: -1. Its HOMO energy is -4.64 eV. Its total energy is -49309.0222 eV. As for the spin multiplicity: 1.

Positions of all 67 atoms, in Å:
O 0.981056 -0.928354 1.283956
C 0.702565 0.206156 0.955167
C 1.716362 1.268929 0.774514
C 2.980647 0.963859 0.280991
C 3.895026 1.993398 0.093797
C 3.516506 3.296817 0.402178
C 2.257436 3.596097 0.908566
C 1.343391 2.568723 1.097202
C -0.031251 2.805081 1.651510
O -0.183374 3.604870 2.526188
C -1.092183 1.934777 1.046106
C -0.689541 0.635836 0.688952
C -1.544782 -0.265575 0.076771
C -2.837460 0.136537 -0.203694
C -3.270241 1.409462 0.157460
C -4.727310 1.742372 -0.149195
O -5.534375 0.587494 0.087465
O -5.407879 0.354816 1.485743
C -2.419808 2.328811 0.787761
C -2.991405 3.698431 1.128747
O -3.452615 4.341009 0.160057
O -3.005054 3.985958 2.326096
H 3.204484 -0.069557 0.072307
H 4.873773 1.736373 -0.273850
H 4.242973 4.081194 0.248501
H 1.989589 4.615950 1.135925
H -1.187447 -1.250332 -0.182417
H -3.518250 -0.533922 -0.705270
H -4.867809 2.013872 -1.188781
H -5.061129 2.539986 0.503949
H -4.878152 -0.452254 1.537603
C -3.864397 -1.470448 -3.771723
O -4.431485 -1.708196 -2.726395
N -2.599513 -1.842005 -4.061035
C -1.972156 -1.523004 -5.325079
C -1.850043 -2.582065 -3.060902
H -4.349020 -0.911577 -4.591533
H -1.681698 -2.439086 -5.845752
H -1.081437 -0.912381 -5.161515
H -2.665518 -0.967731 -5.953239
H -2.364028 -3.513803 -2.820303
H -1.766770 -1.993870 -2.148130
H -0.855783 -2.802574 -3.442218
C -2.906389 -0.154515 3.952451
O -3.754521 -0.884920 3.470423
N -1.623928 -0.498533 4.167274
C -0.671596 0.426405 4.748691
C -1.187291 -1.830495 3.796391
H -3.132900 0.882187 4.250098
H 0.152505 0.597924 4.056574
H -0.273435 0.018753 5.682129
H -1.159865 1.376385 4.958820
H -1.341338 -1.988574 2.728534
H -1.765532 -2.580106 4.340534
H -0.131222 -1.942341 4.028024
C 6.802388 -0.829197 -1.095657
O 6.455684 0.332914 -1.178510
N 6.113518 -1.869209 -1.601619
C 6.571638 -3.236436 -1.466814
C 4.868832 -1.603113 -2.306077
H 7.733295 -1.131612 -0.585836
H 6.728230 -3.680951 -2.452120
H 5.832340 -3.829908 -0.925292
H 7.510621 -3.260928 -0.917883
H 5.054840 -0.951852 -3.160595
H 4.162588 -1.101153 -1.646556
H 4.439643 -2.540796 -2.649467

Forces on atoms 1 to 6 (eV/Å):
0.318 -0.404 -0.169
-0.427 0.142 0.056
0.226 -0.152 -0.055
-0.215 0.516 0.332
-0.438 -0.411 0.138
0.209 -0.049 -0.016


What is the HOMO in the first record? -9.33 eV


Which value of spin multiplicity does entry 1 give? 1